Record 1
This record from the Open Molecules 2025 dataset describes an isolated ion of composition C6H4BrF2N2O2 and charge -1. The level of theory is wB97M-V/def2-TZVPD.

```
17
C6H4BrF2N2O2 (wB97M-V/def2-TZVPD)
O 1.70 -2.09 2.57
N 1.37 -0.98 2.09
O 1.85 0.09 2.58
N 0.54 -1.00 1.14
C 0.27 0.37 0.60
C -1.18 0.59 0.54
F -1.72 1.03 1.67
C -1.91 0.13 -0.47
C -1.23 -0.53 -1.61
C 0.12 -0.36 -1.80
C 0.85 0.42 -0.81
F 2.17 0.29 -0.97
Br 0.50 2.38 -1.50
H 0.90 1.12 1.07
H -3.00 0.22 -0.34
H -2.00 -1.01 -2.22
H 0.76 -0.66 -2.55
```

- E_tot (Eh) = -3264.67837
- net charge = -1
- max |F| (eV/Å) = 3.54
- HOMO level (Eh) = -0.179
- SMILES = [O-][N+]([O-])=N[C@@H]1C(F)=CC=C[C@@]1(F)Br



Record 2
This record from the Open Molecules 2025 dataset describes a 12-piece molecular cluster, H22NO14 overall. The level of theory is wB97M-V/def2-TZVPD.

```
37
H22NO14 (wB97M-V/def2-TZVPD)
N -0.08 -0.33 -0.01
O -0.66 0.56 -0.62
O -0.09 -0.41 1.17
O 0.70 -1.11 -0.57
O -2.28 -0.23 2.97
H -2.04 -0.37 2.05
H -1.87 0.61 3.19
O -0.68 0.11 -4.19
H -1.08 0.17 -3.32
H -1.32 -0.37 -4.71
O 0.98 -3.94 -0.64
H 1.02 -3.00 -0.45
H 0.67 -4.00 -1.54
O 2.76 0.79 0.66
H 1.81 0.69 0.57
H 3.12 0.10 0.11
O -1.02 3.25 0.14
H -1.89 3.64 0.14
H -1.08 2.51 -0.45
O 1.89 2.58 -1.77
H 2.40 3.29 -1.38
H 1.37 2.23 -1.05
O 3.53 -0.01 -2.05
H 2.67 -0.37 -2.30
H 3.34 0.90 -1.79
O 1.14 -2.47 3.00
H 0.72 -1.75 2.53
H 2.01 -2.14 3.22
O -1.27 -3.28 1.43
H -0.43 -3.29 0.96
H -1.89 -2.96 0.78
O -0.91 2.22 2.51
H -0.31 1.63 2.04
H -1.15 2.88 1.85
O -3.68 0.61 -0.60
H -3.34 -0.08 -1.17
H -3.05 1.33 -0.69
```

- E_tot (Eh) = -1121.03117
- max |F| (eV/Å) = 3.30
- HOMO level (alpha / beta) (Eh) = -0.423 / -0.409
- spin multiplicity = 2



Record 3
This record from the Open Molecules 2025 dataset describes one molecule with the formula C3H5IO. The level of theory is wB97M-V/def2-TZVPD.

```
10
C3H5IO (wB97M-V/def2-TZVPD)
C 0.44 0.68 1.41
C -0.72 -0.52 0.51
C -0.32 -0.59 -0.91
O -1.71 -0.90 1.08
I -2.38 -3.19 0.99
H 0.50 0.72 2.55
H 0.38 1.72 1.09
H 0.11 0.22 -1.35
H 0.52 -1.40 -0.91
H -1.24 -1.04 -1.57
```

- E_tot (Eh) = -490.06439
- max |F| (eV/Å) = 5.95
- HOMO level (alpha / beta) (Eh) = -0.333 / -0.325
- SMILES = C=C(C)OI



Record 4
This record from the Open Molecules 2025 dataset describes C2H3Br2N as an isolated structure. The level of theory is wB97M-V/def2-TZVPD.

```
8
C2H3Br2N (wB97M-V/def2-TZVPD)
C 2.89 1.08 0.23
C -1.30 -0.74 -0.02
N -0.40 0.20 0.47
Br 1.32 -0.14 0.57
Br 2.30 2.66 -0.48
H -1.11 -1.82 0.12
H -1.39 -0.96 -1.13
H -2.31 -0.29 0.24
```

- E_tot (Eh) = -5280.49800
- max |F| (eV/Å) = 2.70
- HOMO level (alpha / beta) (Eh) = -0.286 / -0.336



Record 5
This record from the Open Molecules 2025 dataset describes an isolated ion of composition C5H12NO2S and charge -1. The level of theory is wB97M-V/def2-TZVPD.

```
21
C5H12NO2S (wB97M-V/def2-TZVPD)
C -0.79 0.61 1.29
C -0.38 1.74 -0.85
C -1.62 -0.50 -0.77
C 0.87 -1.80 0.18
C -0.46 0.35 -0.21
N 0.86 -0.43 -0.40
O 2.47 0.14 1.39
O 3.24 -0.36 -0.98
S 2.32 0.38 -0.16
H -1.22 -0.15 2.01
H 0.15 0.80 1.85
H -1.53 1.48 1.44
H 0.26 1.66 -1.66
H 0.09 2.46 -0.19
H -1.36 2.08 -1.12
H -1.13 -1.08 -1.57
H -2.04 -1.27 0.02
H -2.41 0.25 -1.14
H 0.43 -1.72 1.14
H 0.32 -2.60 -0.44
H 1.94 -2.05 0.18
```

- E_tot (Eh) = -801.12234
- net charge = -1
- max |F| (eV/Å) = 5.04
- HOMO level (Eh) = -0.125



Record 6
This record from the Open Molecules 2025 dataset describes a 14-piece molecular cluster, C78H170N14O14 overall. The level of theory is wB97M-V/def2-TZVPD.

```
276
C78H170N14O14 (wB97M-V/def2-TZVPD)
C -1.44 -5.80 0.96
O -2.05 -6.48 0.06
N -1.75 -5.96 2.29
C -2.75 -6.85 2.82
C -1.24 -5.11 3.33
H -0.74 -4.95 0.87
H -2.81 -7.69 2.12
H -3.74 -6.41 2.87
H -2.45 -7.15 3.82
H -0.63 -4.28 2.96
H -2.05 -4.63 3.87
H -0.79 -5.83 4.02
C -0.06 4.10 2.88
O 1.13 4.32 2.97
N -0.97 4.48 1.97
C -0.78 5.53 1.01
C -2.36 4.03 2.14
H -0.47 3.35 3.58
H -1.52 6.33 1.09
H -0.76 5.10 0.01
H 0.12 6.09 1.23
H -2.83 4.90 2.62
H -2.66 3.83 1.12
H -2.53 3.21 2.84
C 0.09 -2.79 5.90
O -0.37 -1.91 5.15
N -0.26 -2.85 7.20
C 0.37 -3.77 8.13
C -1.35 -2.01 7.82
H 0.91 -3.50 5.70
H -0.45 -4.46 8.36
H 0.77 -3.16 8.93
H 1.19 -4.43 7.82
H -0.96 -1.73 8.80
H -1.43 -1.10 7.21
H -2.28 -2.57 7.89
C 4.75 -2.39 -3.57
O 4.25 -3.50 -3.64
N 4.01 -1.21 -3.71
C 4.64 -0.04 -4.07
C 2.52 -1.31 -3.89
H 5.83 -2.28 -3.39
H 4.75 0.65 -3.22
H 4.12 0.37 -4.94
H 5.67 -0.19 -4.39
H 1.97 -0.62 -3.25
H 2.39 -1.00 -4.92
H 2.01 -2.26 -3.77
C -2.79 1.37 5.17
O -2.40 2.51 5.30
N -4.00 1.03 4.60
C -4.52 -0.33 4.44
C -4.89 2.02 4.01
H -2.33 0.44 5.54
H -3.91 -1.13 4.87
H -4.75 -0.53 3.39
H -5.49 -0.42 4.93
H -4.63 2.13 2.96
H -5.94 1.75 4.03
H -4.82 2.99 4.51
C 2.80 -5.35 1.06
O 1.99 -5.42 1.98
N 2.76 -6.08 -0.09
C 3.58 -5.69 -1.25
C 1.84 -7.24 -0.22
H 3.51 -4.51 1.08
H 2.92 -5.62 -2.12
H 4.44 -6.34 -1.39
H 3.97 -4.68 -1.18
H 1.39 -7.59 0.71
H 0.99 -6.89 -0.79
H 2.25 -8.07 -0.80
C -1.04 -3.68 -5.14
O -0.14 -2.87 -4.95
N -1.64 -4.30 -4.16
C -2.62 -5.33 -4.55
C -1.21 -4.29 -2.74
H -1.35 -3.98 -6.15
H -3.37 -4.99 -5.27
H -3.22 -5.72 -3.73
H -2.10 -6.17 -5.02
H -0.88 -3.27 -2.54
H -1.85 -4.64 -1.93
H -0.30 -4.89 -2.66
C 2.08 0.26 7.97
O 1.94 0.07 9.17
N 1.20 1.08 7.30
C 1.17 1.29 5.82
C 0.05 1.67 7.96
H 2.86 -0.27 7.40
H 0.34 0.67 5.46
H 2.07 0.80 5.46
H 1.03 2.27 5.37
H 0.42 2.17 8.86
H -0.49 2.32 7.27
H -0.55 0.89 8.41
C 10.82 -3.11 0.83
C 9.69 -2.84 1.84
C 10.06 -1.48 2.65
C 9.88 -0.21 1.78
C 8.37 -0.32 1.22
C 8.07 -1.54 0.35
N 8.36 -2.73 1.20
O 7.99 -3.88 0.53
C 6.55 -1.50 -0.17
C 9.02 -1.33 -0.85
C 9.65 -3.98 2.92
H 11.67 -3.69 1.21
H 11.27 -2.16 0.55
H 10.40 -3.73 0.04
H 9.75 -1.38 3.69
H 11.14 -1.59 2.79
H 10.59 -0.08 0.96
H 9.98 0.67 2.42
H 8.07 0.60 0.73
H 7.69 -0.45 2.07
H 6.28 -0.53 -0.59
H 6.25 -2.28 -0.87
H 5.96 -1.57 0.75
H 8.49 -0.55 -1.40
H 10.07 -1.05 -0.77
H 9.03 -2.20 -1.52
H 9.21 -4.92 2.59
H 8.99 -3.75 3.76
H 10.69 -4.14 3.18
H 7.31 -4.29 1.07
C -4.94 -4.03 0.38
C -6.04 -3.02 -0.03
C -6.72 -3.41 -1.37
C -8.09 -2.79 -1.69
C -9.06 -2.99 -0.50
C -8.39 -2.49 0.87
N -6.96 -2.95 1.07
O -6.37 -2.53 2.30
C -8.50 -0.91 0.98
C -9.17 -3.20 2.02
C -5.35 -1.71 -0.23
H -4.59 -4.04 1.42
H -4.01 -4.10 -0.19
H -5.40 -5.02 0.30
H -6.06 -3.11 -2.18
H -6.80 -4.49 -1.30
H -8.57 -3.27 -2.54
H -8.02 -1.71 -1.82
H -9.29 -4.04 -0.30
H -10.01 -2.53 -0.78
H -8.91 -0.56 1.93
H -7.69 -0.19 0.85
H -9.26 -0.54 0.29
H -10.21 -3.40 1.76
H -8.69 -4.10 2.39
H -9.12 -2.65 2.96
H -6.02 -0.91 -0.54
H -4.52 -1.87 -0.91
H -4.80 -1.49 0.68
H -6.10 -3.35 2.73
C -0.67 0.57 -4.31
C -0.42 2.12 -3.99
C 1.12 2.23 -3.88
C 2.05 2.11 -5.09
C 1.51 3.04 -6.18
C -0.02 3.11 -6.36
N -0.77 3.03 -5.06
O -2.17 3.03 -5.32
C -0.35 4.55 -6.95
C -0.44 2.12 -7.42
C -1.06 2.53 -2.63
H -1.70 0.50 -4.67
H -0.54 -0.07 -3.45
H -0.17 0.12 -5.17
H 1.33 3.22 -3.47
H 1.49 1.61 -3.06
H 1.97 1.10 -5.49
H 3.08 2.32 -4.80
H 1.95 2.80 -7.15
H 1.88 4.06 -6.00
H 0.23 4.87 -7.82
H -1.40 4.64 -7.21
H -0.13 5.32 -6.22
H 0.30 2.08 -8.22
H -0.70 1.14 -7.03
H -1.38 2.35 -7.94
H -0.82 3.57 -2.39
H -0.56 1.98 -1.83
H -2.13 2.32 -2.66
H -2.38 2.23 -5.82
C 1.88 -1.92 1.89
C 1.58 -0.61 1.21
C 1.68 -0.76 -0.32
C 0.54 -1.59 -0.87
C -0.78 -0.95 -0.55
C -1.10 -0.57 0.90
N 0.16 -0.07 1.52
O 0.03 0.34 2.82
C -2.14 0.63 0.81
C -1.65 -1.84 1.66
C 2.70 0.44 1.59
H 2.91 -2.26 1.77
H 1.30 -2.81 1.66
H 1.65 -1.73 2.94
H 1.59 0.22 -0.79
H 2.62 -1.19 -0.67
H 0.41 -2.65 -0.63
H 0.60 -1.52 -1.96
H -1.53 -1.65 -0.92
H -0.92 -0.11 -1.23
H -2.47 0.90 1.82
H -1.76 1.54 0.36
H -3.06 0.26 0.34
H -1.71 -1.61 2.73
H -2.70 -1.93 1.40
H -1.02 -2.71 1.47
H 3.67 0.29 1.12
H 2.85 0.41 2.66
H 2.30 1.45 1.58
H 0.00 -0.49 3.31
C 5.76 4.78 -3.63
C 4.84 4.81 -2.35
C 4.89 3.33 -1.82
C 4.31 3.17 -0.38
C 5.00 4.10 0.58
C 5.04 5.60 0.18
N 5.39 5.69 -1.25
O 5.57 7.04 -1.69
C 3.64 6.19 0.56
C 6.14 6.35 1.02
C 3.38 5.03 -2.74
H 5.78 5.81 -4.00
H 5.39 4.08 -4.38
H 6.72 4.41 -3.29
H 4.29 2.71 -2.49
H 5.85 2.83 -1.84
H 4.45 2.16 -0.02
H 3.27 3.49 -0.48
H 6.01 3.75 0.80
H 4.49 3.92 1.53
H 2.82 5.54 0.24
H 3.54 6.31 1.64
H 3.42 7.13 0.06
H 7.16 6.02 0.84
H 6.26 7.37 0.66
H 6.09 6.30 2.11
H 3.01 4.58 -3.66
H 3.29 6.10 -2.91
H 2.73 4.77 -1.90
H 6.43 7.05 -2.11
C -7.34 2.58 -0.38
C -6.11 3.44 -0.87
C -4.99 2.41 -1.23
C -5.17 1.84 -2.66
C -5.37 2.94 -3.70
C -6.49 3.95 -3.43
N -6.37 4.38 -2.00
O -7.22 5.42 -1.55
C -6.26 5.23 -4.24
C -7.79 3.22 -3.92
C -5.57 4.30 0.32
H -8.28 3.12 -0.21
H -7.05 2.02 0.50
H -7.52 1.85 -1.17
H -4.05 2.93 -1.39
H -4.75 1.80 -0.36
H -6.06 1.22 -2.53
H -4.33 1.15 -2.78
H -5.53 2.60 -4.72
H -4.49 3.57 -3.67
H -5.26 5.65 -4.21
H -6.31 4.92 -5.29
H -6.94 6.06 -4.05
H -8.64 3.62 -3.37
H -8.06 3.51 -4.94
H -7.79 2.13 -3.96
H -4.71 4.95 0.19
H -5.29 3.64 1.14
H -6.32 4.96 0.75
H -6.62 6.02 -1.10
```

- E_tot (Eh) = -4893.41894
- max |F| (eV/Å) = 5.08
- HOMO level (Eh) = -0.291



Record 7
This record from the Open Molecules 2025 dataset describes a 2-piece molecular cluster, C2H8O2 overall. The level of theory is wB97M-V/def2-TZVPD.

```
12
C2H8O2 (wB97M-V/def2-TZVPD)
C 0.61 0.53 1.74
O 1.55 0.82 0.70
H -0.11 -0.23 1.43
H 1.13 0.33 2.68
H 0.01 1.41 1.92
H 2.41 0.52 1.00
C -1.26 -0.62 -1.80
O -0.28 -0.91 -0.80
H -1.45 0.46 -1.81
H -0.91 -0.90 -2.79
H -2.14 -1.13 -1.47
H 0.45 -0.27 -0.81
```

- E_tot (Eh) = -231.43606
- max |F| (eV/Å) = 1.63
- HOMO level (Eh) = -0.370
- SMILES = CO.CO



Record 8
This record from the Open Molecules 2025 dataset describes a 14-piece molecular cluster, C15H35Cl26NPS overall. The level of theory is wB97M-V/def2-TZVPD.

```
79
C15H35Cl26NPS (wB97M-V/def2-TZVPD)
C 0.34 -0.80 -1.47
S 0.17 -2.59 -1.24
C -1.57 -2.75 -0.77
P 1.00 -2.70 0.84
N 0.48 -1.52 1.67
H -0.13 -0.26 -0.64
H 1.40 -0.58 -1.52
H -0.15 -0.58 -2.42
H -2.16 -2.21 -1.51
H -1.73 -2.32 0.22
H -1.82 -3.81 -0.80
H 0.63 -4.03 1.12
H 2.35 -2.71 0.49
H -0.17 -1.72 2.41
C -2.50 1.64 -1.66
Cl -2.76 0.12 -0.77
Cl -3.81 2.01 -2.76
H -2.40 2.42 -0.91
H -1.58 1.53 -2.23
C 1.38 -5.09 4.89
Cl 1.50 -3.55 4.01
Cl 0.81 -6.40 3.85
H 2.37 -5.34 5.25
H 0.67 -4.96 5.70
C 5.62 -2.06 4.62
Cl 5.22 -3.63 5.33
Cl 4.40 -1.52 3.45
H 5.67 -1.33 5.42
H 6.57 -2.15 4.10
C -6.67 4.03 -4.35
Cl -7.25 5.24 -5.49
Cl -6.32 2.47 -5.13
H -5.75 4.39 -3.91
H -7.43 3.87 -3.60
C -7.13 8.15 -3.01
Cl -5.82 9.33 -2.99
Cl -6.71 6.67 -2.13
H -7.99 8.59 -2.52
H -7.33 7.88 -4.03
C -6.24 -1.85 -1.25
Cl -7.09 -0.67 -0.27
Cl -5.04 -2.78 -0.30
H -6.95 -2.56 -1.64
H -5.70 -1.33 -2.04
C 9.66 -2.27 5.75
Cl 8.43 -2.26 7.02
Cl 9.27 -1.17 4.42
H 10.60 -1.95 6.19
H 9.73 -3.27 5.35
C 3.29 2.15 0.07
Cl 2.81 0.60 0.79
Cl 2.04 2.70 -1.04
H 3.41 2.86 0.87
H 4.21 2.01 -0.49
C 1.77 1.02 4.01
Cl 1.67 2.79 3.89
Cl 1.64 0.44 5.67
H 0.95 0.61 3.43
H 2.72 0.71 3.61
C 1.88 1.68 -4.77
Cl 0.26 1.82 -4.03
Cl 2.85 3.12 -4.55
H 2.39 0.85 -4.29
H 1.74 1.50 -5.83
C -0.81 4.68 0.65
Cl -1.18 3.11 1.38
Cl -2.10 5.23 -0.43
H -0.70 5.40 1.45
H 0.10 4.57 0.07
C 6.12 0.11 -4.94
Cl 5.06 0.03 -3.50
Cl 5.62 1.36 -6.07
H 7.12 0.33 -4.60
H 6.06 -0.85 -5.43
C -5.46 -6.37 0.75
Cl -6.26 -7.24 -0.56
Cl -3.84 -7.00 1.10
H -5.34 -5.34 0.45
H -6.06 -6.48 1.65
```

- E_tot (Eh) = -13351.51586
- net charge = +1
- max |F| (eV/Å) = 0.49
- HOMO level (Eh) = -0.451